The following is a quantum chemistry calculation of a structure of composition C17H22Cl2N5O7SW at a distorted geometry, from the Open Molecules 2025 dataset.

Results
Orbital gap ... 5.825 eV
Multiplicity ... 1
Energy relative to the best compared isomer or geometry (same formula, charge and spin) ... 3.671 eV
DFT total energy ... -77445.3089 eV
LUMO ... -12.382 eV
Charge ... +3

Geometry (Å):
W 0.4600 0.6284 0.2054
O 1.7971 -0.9114 -1.0600
C 1.9342 -2.2388 -0.4730
C 0.5758 -2.5900 0.1319
N 0.1719 -1.5409 1.0967
C 0.9794 -1.5507 2.3476
C 1.8026 -0.2493 2.4117
O 2.2131 0.2880 3.3842
O 1.9435 0.2544 1.1709
C -1.2655 -1.5696 1.4307
C -1.6771 -0.1341 1.8489
O -2.7651 0.1981 2.1752
O -0.6350 0.7071 1.7014
H 2.5989 -0.7456 -1.5921
H 2.7436 -2.2262 0.2708
H 2.1846 -2.9679 -1.2521
H 0.6090 -3.5831 0.5974
H -0.1593 -2.6062 -0.6821
H 1.6555 -2.4125 2.4043
H 0.3522 -1.5857 3.2483
H -1.5159 -2.2812 2.2278
H -1.8789 -1.8374 0.5598
C -1.6772 -1.1292 -5.5955
C -0.9691 -0.0043 -4.9804
N -0.8469 1.1969 -5.4475
N -0.1805 1.9101 -4.5457
C 0.1287 1.1766 -3.4731
S 1.0338 1.7626 -2.1229
N -0.3480 -0.0683 -3.7352
N -0.2435 -1.1792 -2.9034
H -2.0840 -0.8097 -6.5526
H -2.5026 -1.4460 -4.9536
H -1.0163 -1.9815 -5.7592
H 0.0499 2.8808 -4.7372
H 0.2521 -1.9213 -3.4067
H -1.1989 -1.5140 -2.7154
O -2.7782 -0.3245 -1.9676
C -2.2490 0.4193 -1.1892
O -0.9603 0.1627 -0.7579
C -2.7893 1.6276 -0.5603
C -4.1737 1.8041 -0.4722
C -4.6811 2.8923 0.2194
C -3.8219 3.8028 0.8143
C -2.4369 3.6576 0.6969
C -1.9205 2.5752 0.0142
H -4.8226 1.0726 -0.9303
H -5.7504 3.0202 0.2965
H -4.2194 4.6421 1.3656
H -1.7864 4.4050 1.1241
H -0.7973 2.4856 -0.1641
Cl 1.0162 2.9026 2.0182
C 2.6753 3.3613 1.5601
Cl 2.9583 2.5774 -0.0037
H 3.3793 2.9761 2.3055
H 2.7483 4.4485 1.4519